(1)
Density functional theory data (ωB97M-V/def2-TZVPD) for 3 unconnected molecules or ions with the total composition C6H14O2 in a non-equilibrium geometry.

The geometry in XYZ format:
```
22
Properties=species:S:1:pos:R:3:mulliken_charge:R:1
C -1.14383 -1.40249 1.39338 -0.931
C 0.01105 -1.28713 0.43792 0.119
C 1.24931 -1.59469 0.81340 -0.781
C -1.13061 -1.55248 -1.80487 -0.988
C -0.31365 -0.91050 -0.97742 0.700
C 0.20051 0.48791 -1.26844 -1.054
H -0.96667 -2.06380 2.24251 0.369
H -2.05068 -1.82141 0.96019 0.336
H -1.32636 -0.45310 1.89712 0.178
H 2.11685 -1.61538 0.16730 0.284
H 1.51875 -1.78975 1.84317 0.331
H -1.43005 -1.07644 -2.72809 0.298
H -1.40088 -2.57820 -1.58259 0.304
H -0.19895 1.19820 -0.55461 0.143
H -0.22057 0.88594 -2.19347 0.418
H 1.28516 0.42955 -1.29135 0.259
H -0.42595 1.62723 1.77686 0.318
H 0.74772 0.57127 1.50383 0.357
O 0.45170 1.32473 2.03325 -0.674
H 0.58050 3.23959 -0.02001 0.346
H 1.44885 3.38077 -1.26288 0.317
O 0.53005 3.42395 -0.96489 -0.650
```

Output
Maximum force: 0.034 hartree/bohr
DFT total energy: -10542.4898 eV
Multiplicity: 1
Energy relative to the best compared isomer or geometry (same formula, charge and spin): 49.05 kcal/mol
Frontier orbital gap: 10.06 eV
SMILES string: C=C(C)C(=C)C.O.O
LUMO energy: 0.68 eV

(2)
Density functional theory data (ωB97M-V/def2-TZVPD) for 2 unconnected molecules or ions with the total composition C2H10N2O in a non-equilibrium geometry.

The geometry in XYZ format:
```
15
Properties=species:S:1:pos:R:3:mulliken_charge:R:1
C 0.13270 -1.69927 -0.67172 -0.839
N 0.16569 -0.75558 0.53940 -0.490
C -1.02001 0.23009 0.48282 -0.509
N -0.88429 1.65268 0.26026 -0.567
H 0.77723 -2.64400 -0.66224 0.266
H -0.85320 -2.23643 -0.63542 0.330
H 0.17553 -0.97504 -1.47016 0.304
H -0.03058 -1.34191 1.32873 0.295
H -1.38765 0.27940 1.46671 0.448
H -1.84117 -0.14700 -0.15222 0.368
H 0.08936 1.84792 0.55728 0.126
H -0.88679 1.84747 -0.73290 0.291
H 1.91560 1.97599 0.31469 0.356
H 1.45438 0.68498 -0.26225 0.308
O 2.19320 1.28071 -0.36297 -0.688
```

Output
Maximum force: 0.050 hartree/bohr
DFT total energy: -7262.4222 eV
Multiplicity: 1
Energy relative to the best compared isomer or geometry (same formula, charge and spin): 34.61 kcal/mol
Frontier orbital gap: 10.64 eV
SMILES string: CNCN.O
LUMO energy: 0.91 eV

The highest DFT total energy belongs to which entry?
C2H10N2O